Below is a molecular structure, C28H74F12HgN5O20S4 in a non-equilibrium geometry, with properties calculated with ωB97M-V with the def2-TZVPD basis set.

Structure (XYZ):
```
144
Properties=species:S:1:pos:R:3:forces:R:3:lowdin_charge:R:1
Hg 0.9197 0.7281 1.9754 0.33 0.20 -0.31 1.30
O 2.6223 0.5922 0.8511 -1.38 -0.42 -0.88 -0.41
H 3.4569 0.8086 1.2548 0.58 0.46 1.07 -0.07
C 2.4394 -1.6171 5.6861 1.29 -0.52 0.65 -0.58
F 1.7208 -1.0712 6.7196 0.88 -0.89 -1.34 0.10
F 3.4568 -2.4063 6.1915 -1.43 0.85 -0.15 0.08
F 1.6576 -2.4127 4.9406 0.07 0.46 0.69 0.11
S 3.2258 -0.3172 4.5975 -1.02 0.96 0.91 0.57
O 1.9980 0.3664 4.2185 -0.20 -0.13 -0.46 -0.40
O 4.1212 0.4731 5.3883 0.10 -0.92 -0.23 -0.25
N 3.7548 -1.1007 3.3602 1.14 -0.78 0.30 -0.27
S 5.2377 -1.7353 3.2107 -1.19 -0.07 -0.72 0.62
O 5.7356 -1.2497 1.9552 0.71 0.30 -0.11 -0.30
O 6.0684 -1.8378 4.3594 0.10 0.25 0.37 -0.25
C 4.8205 -3.4921 2.7562 0.11 -0.43 0.21 -0.63
F 5.9047 -4.3112 2.6087 -0.79 1.03 0.39 0.12
F 4.0022 -4.0170 3.6633 0.33 -0.19 0.14 0.13
F 4.1840 -3.4842 1.5886 -0.16 -0.19 -0.24 0.11
C -1.6145 4.8764 2.4550 -0.68 -0.79 0.34 -0.70
F -0.9432 5.8858 2.9114 0.93 1.33 0.41 0.17
F -1.8663 4.0740 3.5130 -0.42 -0.08 -0.39 0.11
F -2.7537 5.3468 1.9344 -0.15 -0.46 0.15 0.14
S -0.6422 4.0029 1.1905 -0.25 -1.86 -0.24 0.59
O -1.3482 2.7531 0.8958 0.45 1.49 0.52 -0.32
O -0.5383 4.9870 0.1773 0.15 0.49 -0.74 -0.26
N 0.6939 3.6303 1.9165 -0.90 -0.63 0.79 -0.32
S 1.9547 4.5019 2.2213 2.68 -2.72 -1.04 0.57
O 3.1239 3.7128 1.8316 -1.22 0.81 0.53 -0.30
O 1.9158 5.8314 1.7803 -0.45 2.19 -0.12 -0.24
C 2.1310 4.4344 4.0497 -0.74 0.16 1.38 -0.60
F 1.2362 5.1877 4.7486 0.54 0.03 -0.80 0.10
F 1.8869 3.1765 4.4734 1.00 0.71 -0.36 0.11
F 3.3674 4.8877 4.3680 -1.09 -0.83 -0.15 0.13
C -6.3565 -1.7594 1.6327 0.36 0.40 -0.44 -0.08
C -5.4801 -1.8673 0.3699 0.63 0.87 -0.17 -0.38
C -5.0625 -0.3888 -0.1109 0.08 -1.45 0.22 -0.22
O -6.2077 0.3131 -0.4778 -0.38 0.45 -0.53 -0.20
C -5.9390 1.4973 -1.2528 1.04 -2.28 0.27 -0.08
N -4.1538 -2.5352 0.5242 -1.42 1.01 0.78 0.04
H -5.7493 -1.2832 2.3990 -0.12 -0.09 0.42 0.07
H -6.7471 -2.7249 1.9631 0.22 0.01 0.07 0.07
H -7.2289 -1.1049 1.4208 0.59 -0.36 0.01 0.08
H -6.1583 -2.3732 -0.3587 0.73 0.56 -0.19 0.13
H -4.3416 -0.4861 -0.9403 -0.32 -0.09 -0.17 0.11
H -4.4658 0.1521 0.6674 -0.58 -0.44 0.02 0.13
H -5.2614 2.0923 -0.6908 0.37 1.15 0.51 0.07
H -6.8709 1.9226 -1.4712 -1.19 0.92 -0.11 0.07
H -5.4232 1.2551 -2.1836 -0.02 -0.14 -0.13 0.07
H -3.5883 -2.3957 -0.2992 0.28 -0.53 -0.02 0.02
H -4.1065 -3.4291 0.9945 -0.15 0.09 -0.45 0.07
C -0.4987 -1.8894 1.7816 1.86 0.69 1.74 -0.06
C -1.5087 -1.0741 2.5338 0.84 1.22 1.27 -0.35
C -1.3634 -1.3319 4.0517 -0.78 0.41 -0.60 -0.22
O -1.7418 -2.6363 4.2158 -0.19 -0.14 -1.23 -0.17
C -2.0343 -3.0147 5.4815 -0.18 -1.78 1.81 -0.14
N -1.1960 0.3832 2.3899 0.13 1.30 1.25 -0.02
H -0.7498 -2.9060 1.6944 -0.36 -1.37 0.27 0.07
H 0.4802 -1.8117 2.4016 -1.26 -0.45 -1.13 0.10
H -0.3124 -1.5563 0.7936 0.07 0.63 -1.00 0.04
H -2.5159 -1.2375 2.1950 -0.53 -0.25 -0.03 0.12
H -2.0199 -0.6896 4.6642 -0.11 0.21 -0.32 0.13
H -0.3629 -1.2024 4.4409 0.68 0.42 -0.26 0.11
H -2.7996 -2.4402 6.0494 0.29 0.17 -0.64 0.10
H -1.1434 -3.1255 6.1444 -0.31 0.21 -0.38 0.10
H -2.4329 -4.0049 5.2706 -0.19 -0.34 0.91 0.09
H -1.4142 0.9111 3.2921 0.17 -0.90 -1.63 0.13
H -1.7259 0.8576 1.6480 0.44 -0.16 0.15 0.07
C -5.2234 4.7542 -3.3433 1.27 1.97 2.78 -0.06
C -3.7954 4.2481 -3.6891 0.32 1.85 -0.94 -0.43
C -2.7660 4.7515 -2.6832 0.55 -0.44 1.74 -0.20
O -2.1358 5.9381 -3.1070 -0.92 -0.15 -1.08 -0.19
C -1.1448 6.4828 -2.2747 0.00 -1.82 0.57 -0.10
N -3.8123 2.8094 -3.9069 0.63 -0.27 0.36 0.04
H -5.2472 5.9226 -3.2118 0.14 -2.15 -0.72 0.12
H -5.5419 4.4161 -2.3029 0.57 0.02 -1.20 0.08
H -5.9660 4.4196 -4.0042 -0.97 -0.27 -1.17 0.04
H -3.4218 4.7564 -4.6197 -0.67 -0.15 0.40 0.14
H -1.9515 4.0204 -2.4916 -0.58 -0.13 -0.03 0.12
H -3.2888 4.9499 -1.7160 0.46 -0.25 -0.28 0.13
H -1.4598 6.5292 -1.2316 0.09 -0.03 -0.05 0.08
H -1.0188 7.4245 -2.6690 0.45 2.38 -0.60 0.06
H -0.1680 5.9660 -2.3584 -0.51 -0.15 0.21 0.09
H -2.8822 2.4725 -4.1836 -0.29 0.27 0.36 0.07
H -4.3484 2.7207 -4.7459 -0.57 -0.55 -0.50 0.06
O -1.9874 -1.9195 -1.5792 -1.66 0.63 0.48 -0.05
H -1.3907 -1.2664 -1.1738 0.69 -0.48 -0.36 0.01
H -1.5971 -2.6646 -2.0080 0.97 -0.25 -0.03 0.00
O 4.9196 1.5936 2.2984 1.31 -0.62 -0.96 -0.10
H 5.2320 2.4170 1.8505 -0.39 -1.08 0.53 0.06
H 5.5350 0.8347 2.0517 -0.90 1.48 0.34 0.05
C 3.1148 3.1280 -2.2840 0.61 0.46 -1.34 -0.08
C 1.9296 3.5967 -1.4248 2.32 -0.28 0.47 -0.32
O 1.4102 2.5415 -0.6777 -0.60 -0.27 0.33 -0.14
H 3.4280 3.9955 -2.9347 -0.12 -0.74 0.60 0.08
H 2.8914 2.2943 -3.0045 -0.19 0.64 0.80 0.07
H 4.0168 2.8053 -1.7198 -0.70 0.30 0.00 0.07
H 1.1427 3.9190 -2.0295 -1.26 0.65 -1.16 0.08
H 2.2684 4.4861 -0.8283 -0.35 -0.79 -0.10 0.12
H 2.0749 2.1613 -0.0849 0.40 -0.17 0.11 0.02
C 0.1513 -6.0381 3.4637 0.10 1.09 0.10 -0.09
C 1.3647 -5.7940 2.5410 -1.35 -0.49 0.17 -0.31
O 1.4539 -4.4001 2.3442 -0.85 -0.35 0.61 -0.08
H 0.1163 -7.0745 3.7022 -0.20 -1.05 0.06 0.05
H -0.7654 -5.7476 2.9275 0.24 -0.10 0.25 0.07
H 0.1526 -5.5142 4.4481 0.36 -0.01 -0.85 0.08
H 1.1069 -6.3852 1.6239 0.46 0.70 0.24 0.12
H 2.2485 -6.2613 2.9761 0.34 0.32 0.05 0.10
H 2.1020 -4.1286 1.7134 0.76 -0.05 -0.71 0.05
C 4.4429 -1.2498 -2.0667 1.48 0.03 -0.45 -0.09
C 3.9976 -2.2597 -1.0117 -1.52 0.58 0.39 -0.26
O 2.5451 -2.0442 -0.6598 1.84 -1.00 -0.79 -0.12
H 4.3594 -0.1971 -1.7008 -0.69 -0.81 -0.39 0.08
H 4.0567 -1.4223 -3.1133 0.02 0.38 1.26 0.07
H 5.5621 -1.3208 -2.1406 -0.74 -0.29 -0.12 0.08
H 4.6471 -2.1471 -0.1180 -0.67 0.02 -0.53 0.08
H 4.0034 -3.3146 -1.3050 0.36 0.30 -0.33 0.11
H 2.5878 -1.3968 0.0353 -0.24 1.06 0.65 0.00
C 2.5639 -1.1345 -6.7452 0.03 0.83 0.77 -0.09
C 3.2502 -2.5054 -6.7782 0.12 0.82 1.91 -0.32
O 2.4894 -3.4993 -6.1207 -0.01 -0.83 -1.63 -0.08
H 3.2304 -0.3005 -7.0850 -0.41 -0.79 0.11 0.08
H 2.2652 -0.8642 -5.6863 0.26 -0.41 -1.10 0.08
H 1.6535 -1.1245 -7.3709 0.37 -0.07 0.29 0.07
H 4.2536 -2.4778 -6.3093 -0.28 0.33 -0.14 0.11
H 3.4044 -2.8143 -7.7723 0.02 -0.56 -1.31 0.09
H 2.2775 -3.2607 -5.2318 -0.12 0.72 1.17 0.02
C -0.4246 0.7158 -3.2095 1.37 0.50 -1.55 -0.07
C -1.0603 1.0279 -1.8859 -0.32 -0.12 -0.31 -0.30
O -0.4704 0.2610 -0.8437 -0.86 -0.89 0.50 -0.14
H -0.5507 -0.2735 -3.6528 -0.06 -0.36 0.78 0.06
H 0.6887 0.9423 -3.2371 -1.23 -0.26 0.32 0.10
H -0.8471 1.3285 -4.0130 -0.07 0.44 0.20 0.06
H -2.1684 0.8639 -1.9362 0.96 -0.21 0.39 0.13
H -0.9044 2.0574 -1.6292 0.00 0.71 -0.02 0.07
H 0.4662 0.4680 -0.7594 0.24 0.38 -0.40 0.06
C -0.0650 -4.7253 -3.3959 1.04 0.80 1.35 -0.07
C -0.0160 -3.3033 -3.9718 0.29 -0.26 -0.31 -0.32
O 1.2013 -2.6306 -3.7136 0.62 0.07 1.00 -0.11
H -1.0429 -5.1288 -3.5040 -0.79 -0.58 -0.31 0.06
H 0.1824 -4.7849 -2.3006 -0.28 0.40 -0.79 0.09
H 0.7002 -5.3417 -3.8761 -0.30 0.03 -0.17 0.08
H -0.8540 -2.6222 -3.7767 -0.09 -0.42 0.44 0.09
H -0.0146 -3.4159 -5.0460 -0.11 -0.02 -0.48 0.10
H 1.3932 -2.5862 -2.7481 -0.22 0.06 -0.69 0.09
```
Forces are in eV/Å.

Output
Total charge: -1
LUMO level in eV: 2.08
F_max in eV Å⁻¹: 3.96
HOMO in eV: -7.19
E in eV: -158759.7777